No. 1
Formula: C2F2NO3S
Source: the Open Molecules 2025 dataset
Level of theory: the ωB97M-V functional and the def2-TZVPD basis

Summary:
Highest occupied orbital energy in eV: -4.12
Frontier orbital gap in eV: 7.575
SMILES: O=[N+]([O-])C(F)(F)C([O-])=S
ΔE to the lowest compared entry with this formula, charge and spin in kJ/mol: 230.9

```
! RIJCOSX wB97M-V def2-TZVPD def2/J DEFGRID3
* xyz -1 1
C -0.36 1.30 -0.24
C -0.27 -0.21 0.40
N 0.64 -1.14 -0.22
O -1.51 1.66 -0.54
O 1.62 -1.45 0.37
O 0.32 -1.41 -1.35
F -1.51 -0.66 0.17
F -0.12 -0.18 1.74
S 1.19 2.10 -0.33
*
```

Löwdin population analysis, charges in e, atoms 1 to 2: C -0.878; C -0.535

---

No. 2
Formula: C29H38BrCsN4O2S4Se
Source: the Open Molecules 2025 dataset
Level of theory: the ωB97M-V functional and the def2-TZVPD basis

Summary:
Highest occupied orbital energy in eV: -6.92
Frontier orbital gap in eV: 6.913
ΔE to the lowest compared entry with this formula, charge and spin in kJ/mol: 0.0

```
! RIJCOSX wB97M-V def2-TZVPD def2/J DEFGRID3
* xyz 0 1
Cs -0.56 0.05 0.04
C 0.65 -2.12 3.65
C 1.62 -2.92 2.77
S 1.23 -2.97 1.00
C 0.21 -4.47 0.90
C -1.05 -4.53 1.76
S -2.25 -3.24 1.33
C -3.09 -3.03 2.92
C -3.75 -1.66 3.03
S -2.67 -0.21 2.94
C -1.82 -0.33 4.55
C -0.42 0.28 4.58
S 0.80 -0.34 3.38
H 0.87 -2.33 4.70
H -0.37 -2.42 3.43
H 1.66 -3.95 3.13
H 2.63 -2.51 2.86
H 0.84 -5.33 1.16
H -0.04 -4.56 -0.15
H -0.80 -4.43 2.82
H -1.50 -5.51 1.63
H -2.36 -3.16 3.72
H -3.85 -3.80 3.05
H -4.33 -1.62 3.96
H -4.47 -1.52 2.21
H -1.78 -1.38 4.84
H -2.42 0.20 5.29
H -0.02 0.13 5.58
H -0.46 1.35 4.38
O 2.36 3.53 -0.77
C 1.97 4.23 -1.85
C 2.65 5.39 -2.22
C 2.22 6.14 -3.30
C 1.11 5.75 -4.03
C 0.44 4.59 -3.68
C 0.85 3.81 -2.60
C 0.13 2.54 -2.19
O 0.14 2.33 -0.84
N 0.78 1.46 -2.97
N 0.29 0.22 -2.89
C 1.01 -0.76 -3.30
C 0.63 -2.16 -3.22
Br -1.02 -2.63 -2.38
C 1.40 -3.14 -3.69
C 1.14 -4.59 -3.55
C 1.50 -5.25 -2.37
C 1.26 -6.61 -2.22
C 0.66 -7.33 -3.24
C 0.31 -6.68 -4.42
C 0.55 -5.32 -4.57
H 1.53 2.94 -0.57
H 3.51 5.69 -1.63
H 2.76 7.04 -3.57
H 0.77 6.34 -4.87
H -0.43 4.26 -4.24
H -0.90 2.58 -2.59
H 1.78 1.55 -3.15
H 2.01 -0.59 -3.72
H 2.32 -2.83 -4.18
H 1.98 -4.68 -1.57
H 1.55 -7.10 -1.30
H 0.47 -8.38 -3.12
H -0.16 -7.24 -5.22
H 0.27 -4.82 -5.49
C 1.15 4.38 2.92
N 0.25 4.75 1.85
C 0.59 5.50 0.74
C -0.51 5.58 -0.03
N -1.51 4.90 0.62
C -2.84 4.66 0.10
C -1.05 4.38 1.78
Se -1.98 3.35 2.99
H 2.01 5.05 2.91
H 1.49 3.35 2.79
H 0.63 4.46 3.87
H 1.59 5.86 0.57
H -0.65 6.04 -1.00
H -3.09 5.45 -0.60
H -3.55 4.65 0.92
H -2.88 3.70 -0.41
*
```

Löwdin population analysis, charges in e, atoms 1 to 2: Cs 0.910; C -0.544

---

Which formula does entry 1 have?
C2F2NO3S